{"formula": "C22H25ClN2PPmS", "method": "ωB97M-V with the def2-TZVPD basis set", "largest_force_ev_per_a": 2.97, "mol_weight_da": 560.95, "s_squared": 6.007, "gap_ev": [6.7, 6.9], "total_charge": 2, "e_tot_ev": -75388.0748, "spin_multiplicity": 5, "homo_ev": [-14.1, -14.1], "e_lumo_ha": [-0.2721, -0.2633], "elements": ["Pm", "Cl", "S", "P", "N", "N", "C", "C", "C", "C", "C", "C", "C", "C", "C", "C", "C", "C", "C", "C", "C", "C", "C", "C", "C", "C", "C", "C", "H", "H", "H", "H", "H", "H", "H", "H", "H", "H", "H", "H", "H", "H", "H", "H", "H", "H", "H", "H", "H", "H", "H", "H", "H"], "xyz": [[0.1267, 0.8993, 1.7588], [1.6930, -1.0934, 2.1745], [-2.5303, 0.8635, 2.5602], [0.2627, -0.0120, -1.0092], [-2.5717, -1.4648, 3.8508], [-0.6390, -0.1802, 4.1612], [3.5413, -0.9631, -3.3575], [-1.1545, 0.1171, -2.1489], [3.4000, -2.3466, -3.5087], [1.4035, -2.2750, -2.1313], [-2.1274, 0.5706, -4.3256], [-1.9100, -0.3369, 3.6176], [-1.0014, 0.4704, -3.4981], [0.3479, 2.8520, -1.3586], [-3.5510, -0.1045, -2.4819], [2.3239, -2.9957, -2.8893], [-2.4392, -0.1943, -1.6508], [1.9634, 4.2242, -0.1725], [-3.4034, 0.2821, -3.8212], [-0.0686, -1.1958, 5.1079], [2.1198, 1.8180, -0.0206], [-2.0514, -2.6416, 4.5698], [2.5808, 3.0876, 0.3482], [2.6145, -0.2240, -2.6146], [0.8671, 4.1051, -1.0367], [1.5367, -0.8768, -1.9898], [0.9599, 1.6946, -0.8381], [-0.5443, -2.5786, 4.7193], [2.7265, 0.8591, -2.5300], [-0.0083, 0.6666, -3.9075], [-2.5504, -0.5007, -0.6058], [-4.5421, -0.3401, -2.0899], [4.3758, -0.4474, -3.8324], [-0.5376, 2.7605, -1.9915], [-2.0066, 0.8701, -5.3668], [-4.2788, 0.3563, -4.4693], [0.4150, 5.0026, -1.4583], [-0.8730, 2.7482, 1.0670], [3.4365, 3.1744, 1.0196], [2.2039, -4.0718, -3.0118], [4.1210, -2.9122, -4.1056], [0.5690, -2.7868, -1.6499], [2.3470, 5.2167, 0.0840], [-0.5255, 0.7796, 4.5129], [1.0162, -1.1016, 5.0287], [-2.3490, -3.5240, 3.9931], [-0.3789, -0.9501, 6.1298], [-3.4872, -1.5161, 3.4116], [-0.0522, -2.8989, 3.7860], [-0.2348, -3.2881, 5.4971], [-1.2442, 2.1866, 0.6106], [-2.5474, -2.7040, 5.5482], [2.6558, 0.9201, 0.3153]]}

=====

{"formula": "C22H25ClN2PRuS", "method": "ωB97M-V with the def2-TZVPD basis set", "largest_force_ev_per_a": 4.85, "mol_weight_da": 517.02, "s_squared": 8.788, "gap_ev": [6.4, 4.3], "total_charge": 2, "e_tot_ev": -61409.0306, "spin_multiplicity": 6, "homo_ev": [-12.9, -14.8], "e_lumo_ha": [-0.2390, -0.3856], "elements": ["Ru", "Cl", "S", "P", "N", "N", "C", "C", "C", "C", "C", "C", "C", "C", "C", "C", "C", "C", "C", "C", "C", "C", "C", "C", "C", "C", "C", "C", "H", "H", "H", "H", "H", "H", "H", "H", "H", "H", "H", "H", "H", "H", "H", "H", "H", "H", "H", "H", "H", "H", "H", "H", "H"], "xyz": [[0.7245, -0.4936, 1.1590], [0.6092, 1.2141, 2.6386], [-0.3034, -2.4163, 1.2685], [-0.0098, 0.3969, -0.6704], [-1.1833, -1.8349, 3.6554], [1.1393, -1.9340, 3.5682], [-0.0503, -1.9072, 2.9125], [-1.3725, -0.4010, -1.5546], [-1.4702, 4.0441, -2.1756], [1.7879, 0.5013, -3.0067], [3.0585, 0.2455, -3.5389], [1.2747, -1.5794, 5.0089], [0.4946, 4.4512, -0.8557], [-0.4070, 2.1818, -0.9770], [-1.1763, -1.1676, -2.7110], [-1.4040, 2.6723, -1.8596], [1.5320, 0.1313, -1.6730], [-2.2848, -1.6785, -3.4002], [-0.5091, 4.9396, -1.6951], [-3.5915, -1.4634, -2.9520], [-1.2248, -1.7200, 5.1194], [-3.7709, -0.7421, -1.7659], [0.3932, 3.1454, -0.3306], [-0.0047, -0.9679, 5.5536], [4.0822, -0.3529, -2.7801], [3.8117, -0.6765, -1.4553], [-2.6753, -0.2506, -1.0442], [2.5541, -0.4387, -0.9092], [5.0739, -0.5568, -3.1961], [2.4063, -0.7273, 0.1694], [2.0682, -0.8287, 5.1328], [3.2969, 0.5100, -4.5642], [1.9354, -1.6186, 3.0001], [0.0424, -0.8405, 6.6407], [-2.1219, -2.2858, -4.2891], [-0.0486, 0.0413, 5.1045], [-4.4490, -1.8873, -3.4864], [-0.1652, -1.4076, -3.0536], [-2.8403, 0.2663, -0.0913], [-0.6021, 6.0084, -1.8941], [-2.0281, -1.5454, 3.1385], [1.5752, -2.4925, 5.5390], [-2.1196, -1.1295, 5.3505], [1.3205, 5.1011, -0.5592], [0.9622, 2.8597, 0.5683], [-0.0539, -3.2686, -1.8788], [0.6691, -3.0495, -1.7734], [4.5748, -1.1095, -0.8076], [-2.1472, 1.9905, -2.2969], [-1.3260, -2.7380, 5.5447], [1.0140, 0.9872, -3.6240], [-4.7786, -0.5822, -1.3887], [-2.2825, 4.4045, -2.8145]]}

=====

{"formula": "C22H25FN2O3", "method": "ωB97M-V with the def2-TZVPD basis set", "largest_force_ev_per_a": 0.61, "mol_weight_da": 384.45, "gap_ev": 7.8, "smiles": "COc1ccc(N[C@@H]2CCCN(C(=O)CCC(=O)c3ccc(F)cc3)C2)cc1", "e_tot_ev": -35060.5647, "homo_ev": -7.5, "e_lumo_ha": 0.0125, "elements": ["F", "O", "O", "O", "N", "N", "C", "C", "C", "C", "C", "C", "C", "C", "C", "C", "C", "C", "C", "C", "C", "C", "C", "C", "C", "C", "C", "C", "H", "H", "H", "H", "H", "H", "H", "H", "H", "H", "H", "H", "H", "H", "H", "H", "H", "H", "H", "H", "H", "H", "H", "H", "H"], "xyz": [[-2.5141, -2.3467, -7.6082], [2.0822, -2.2767, -0.2542], [-2.6721, -1.9299, -1.3569], [0.7505, 6.2145, 3.3627], [0.5372, 0.7389, 2.4112], [1.3157, -1.9976, 1.8383], [1.0738, 7.1203, 2.3396], [0.7325, 4.8781, 3.0617], [-3.3877, -2.0891, -5.4375], [0.3933, 4.0205, 4.1060], [0.6655, -0.2689, 3.4383], [1.1458, -2.0663, 0.4966], [-1.8626, -2.1119, -3.5616], [-1.0107, -2.3745, -5.7996], [-0.2730, -1.8984, -0.0247], [2.6474, -2.1241, 2.3999], [-0.2976, -2.0438, -1.5437], [0.3216, -1.6339, 2.8183], [1.0250, 4.3323, 1.8187], [-0.7926, -2.2941, -4.4376], [0.6396, 2.0966, 2.6745], [2.0747, -0.3314, 4.0558], [3.0935, -0.8007, 3.0194], [0.9807, 2.9623, 1.6369], [-3.1556, -2.0129, -4.0797], [-2.3048, -2.2697, -6.2809], [0.3461, 2.6557, 3.9199], [-1.7073, -2.0194, -2.0846], [4.0712, -0.9289, 3.4852], [-0.1949, -2.5172, -6.4906], [-0.0696, -0.0542, 4.2211], [2.0876, 6.9549, 1.9584], [0.1678, 4.4506, 5.0690], [1.2131, 2.5531, 0.6630], [1.2937, 4.9577, 0.9819], [2.6303, -2.9084, 3.1652], [-0.6699, -0.9201, 0.2535], [-3.9730, -1.8738, -3.3882], [1.0187, 8.1095, 2.7919], [3.1955, -0.0497, 2.2335], [-0.9176, -2.6617, 0.4167], [0.0745, 2.0265, 4.7526], [0.2162, -2.3790, -4.0670], [0.3175, -2.3928, 3.6097], [-4.3822, -2.0124, -5.8475], [0.2834, -1.2419, -2.0035], [2.0604, -1.0246, 4.8995], [2.3488, 0.6563, 4.4307], [0.9883, 0.4731, 1.5456], [3.3186, -2.4238, 1.5937], [-0.6693, -1.5929, 2.3726], [0.1782, -2.9869, -1.8224], [0.3613, 7.0635, 1.5095]]}

=====

{"formula": "C22H25N3O", "method": "ωB97M-V with the def2-TZVPD basis set", "largest_force_ev_per_a": 0.74, "mol_weight_da": 347.46, "gap_ev": 8.6, "smiles": "Cc1c(C)n(C(=O)CN2CCN(c3ccccc3)CC2)c2ccccc12", "e_tot_ev": -29738.0272, "homo_ev": -7.9, "e_lumo_ha": 0.0276, "elements": ["O", "N", "N", "N", "C", "C", "C", "C", "C", "C", "C", "C", "C", "C", "C", "C", "C", "C", "C", "C", "C", "C", "C", "C", "C", "C", "H", "H", "H", "H", "H", "H", "H", "H", "H", "H", "H", "H", "H", "H", "H", "H", "H", "H", "H", "H", "H", "H", "H", "H", "H"], "xyz": [[1.6711, 1.7624, -2.8546], [0.0200, 0.2111, -2.7914], [1.3702, -0.0732, -0.0432], [0.9547, 0.3926, 2.7205], [1.4394, 0.3419, 6.3672], [2.1993, -0.7211, 0.9573], [2.0398, 0.0016, -1.3291], [1.2250, 0.7390, -2.3823], [-0.7801, 0.8284, -3.7855], [-2.5243, -2.2878, -3.2248], [1.6400, 0.1395, 5.0176], [1.3803, -0.9006, 2.2318], [-1.0917, -3.1226, -1.4899], [-0.4544, 1.2000, 4.5487], [0.9622, 1.2302, 0.4478], [-2.1956, -3.2753, -2.3203], [-1.8227, 0.0226, -4.1072], [-2.9133, 0.2415, -5.0984], [-0.6432, 1.4076, 5.9027], [0.2963, 0.9788, 6.8224], [-1.7209, -1.1565, -3.2951], [-0.4781, 2.1733, -4.3387], [0.1490, 1.0707, 1.7321], [-0.2808, -2.0016, -1.5476], [0.6941, 0.5603, 4.0763], [-0.5850, -1.0123, -2.4701], [-2.8811, -0.5340, -5.8635], [2.9932, 0.5558, -1.2605], [-1.2847, 2.4844, -4.9974], [0.4547, 2.1657, -4.9000], [-2.8276, 1.2084, -5.5849], [-0.8589, -3.8956, -0.7722], [-1.2191, 1.5266, 3.8613], [-0.7714, 0.5097, 1.5013], [-3.8831, 0.1848, -4.6047], [0.3432, 1.7167, -0.3089], [-2.8019, -4.1658, -2.2454], [2.2586, -1.0115, -1.6804], [-3.3873, -2.3834, -3.8658], [0.5017, -1.5245, 1.9952], [3.1014, -0.1253, 1.1806], [2.1883, 0.0082, 7.0711], [0.1428, 1.1393, 7.8786], [-1.5429, 1.9021, 6.2402], [-0.1149, 2.0635, 2.0979], [1.9744, -1.4137, 2.9861], [2.5525, -0.3332, 4.6861], [0.5286, -1.9105, -0.8502], [1.8362, 1.8737, 0.6486], [2.5154, -1.6986, 0.5828], [-0.3692, 2.9066, -3.5420]]}